The following is a DFT calculation (ωB97M-V with the def2-TZVPD basis set) of a molecular structure, C23H12Cl5I2N3O2Pb.

Each line ends with the Mulliken charge.
Atoms and positions in Å:
Pb -0.292 -0.157 -0.552  0.832
O 3.919 -2.497 5.254  -0.430
C 3.716 -1.650 6.032  0.822
O 3.434 -0.789 6.741  -0.321
C 1.970 -1.556 3.752  -0.495
C 1.295 -0.482 4.068  -0.767
C 0.410 -0.321 2.937  0.730
N 0.453 -1.137 1.899  0.006
C 1.224 -2.213 1.842  0.859
C 2.161 -2.524 2.887  -0.865
C 1.062 -3.168 0.691  0.723
C 1.703 -4.386 0.643  -0.486
C 1.410 -5.247 -0.411  -0.701
C 0.484 -4.859 -1.356  -0.593
C -0.085 -3.595 -1.246  -0.374
N 0.205 -2.765 -0.251  -0.027
C -0.595 0.799 2.962  0.530
C -0.861 1.529 4.098  -0.637
C -1.833 2.522 4.026  -0.610
C -2.497 2.725 2.835  -0.808
C -2.157 1.933 1.741  -0.227
N -1.217 0.998 1.801  0.190
H 1.350 0.183 4.919  0.551
H 2.824 -3.374 2.909  0.672
H 2.409 -4.699 1.399  0.321
H 1.900 -6.210 -0.475  0.491
H 0.210 -5.506 -2.177  0.443
H -0.785 -3.232 -1.990  0.435
H -0.355 1.351 5.037  0.287
H -2.064 3.119 4.898  0.480
H -3.267 3.478 2.740  0.432
H -2.651 2.060 0.784  0.515
Cl 1.546 2.357 1.027  -0.095
C 2.571 1.023 0.521  0.868
C 2.060 0.082 -0.357  -1.290
C 2.968 -0.841 -0.850  1.166
Cl 2.458 -1.997 -2.065  -0.135
C 4.295 -0.908 -0.419  -0.402
Cl 5.373 -2.094 -1.033  -0.128
C 4.738 -0.008 0.549  0.436
Cl 6.332 -0.112 1.165  -0.135
C 3.874 0.987 1.007  -0.367
Cl 4.417 2.125 2.176  -0.124
I -0.695 2.981 -2.051  0.144
C -0.990 1.944 -3.878  -0.869
I 0.067 0.114 -3.970  0.162
H -0.599 2.574 -4.665  0.380
H -2.046 1.749 -4.000  0.412

## Properties
Energy (hartree): -4287.001789
HOMO level (eV): -14.01
E_LUMO (eV): -9.04
Max |F| (eV/Å): 0.6
Frontier orbital gap (eV): 4.97
Net charge: +2
ΔE to the lowest compared entry with this formula, charge and spin (kJ/mol): 67.79